1.
Molecular formula: C2H7NO3
Method: DFT, the ωB97M-V functional and the def2-TZVPD basis

Summary:
frontier orbital gap (alpha / beta)	9.922 / 4.607	eV
spin multiplicity	2
charge	+1
highest occupied orbital energy (alpha / beta)	-13.86 / -13.85	eV
E_tot	-360.5187	a.u.

Last column: Löwdin charge in e.
Element x y z (Å)
N: -2.991 -1.301 0.640  0.290
C: -1.655 -1.073 0.311  -0.270
O: -1.355 -0.479 -0.890  0.074
H: -3.668 -0.543 0.553  0.163
H: -3.228 -1.992 1.354  0.165
H: -1.159 -2.050 0.365  0.182
H: -1.126 -0.433 1.079  0.209
H: -2.103 0.082 -1.203  0.153
O: 3.102 1.637 -0.381  0.109
C: 2.347 0.720 -0.340  -0.368
O: 1.255 0.683 0.487  0.023
H: 2.434 -0.184 -0.953  0.143
H: 1.519 1.339 1.169  0.127

2.
Molecular formula: C2H7NO4
Method: DFT, the ωB97M-V functional and the def2-TZVPD basis

Summary:
frontier orbital gap (alpha / beta)	8.797 / 8.799	eV
spin multiplicity	1
highest occupied orbital energy (alpha / beta)	-8.84 / -8.84	eV
E_tot	-435.9093	a.u.

Last column: Löwdin charge in e.
Element x y z (Å)
C: 1.094 0.035 -0.502  -0.376
C: -1.162 0.959 0.381  0.100
N: -1.557 -0.249 0.740  -0.320
O: -2.366 -0.872 -0.246  0.039
O: -0.649 -1.023 1.239  -0.083
O: 1.778 1.148 0.017  -0.053
O: 1.985 -1.006 -0.848  -0.052
H: -2.710 -1.667 0.191  0.116
H: 0.363 -0.625 0.418  0.119
H: 2.488 1.377 -0.600  0.093
H: 2.436 -1.313 -0.051  0.091
H: 0.583 0.264 -1.441  0.115
H: -1.720 1.472 -0.386  0.108
H: -0.560 1.500 1.088  0.106

3.
Molecular formula: C2H7NO4S2
Method: DFT, the ωB97M-V functional and the def2-TZVPD basis

Summary:
frontier orbital gap	11.283	eV
spin multiplicity	1
SMILES	CS(=O)(=O)O[S@](C)(=N)=O
highest occupied orbital energy	-10.88	eV
E_tot	-1232.3762	a.u.

Last column: Löwdin charge in e.
Element x y z (Å)
C: -1.675 1.140 1.155  -0.084
S: -1.639 -0.202 -0.062  0.606
O: -1.653 0.470 -1.315  -0.296
O: -2.777 -1.031 0.222  -0.264
O: -0.196 -0.987 0.069  -0.435
S: 1.433 -0.485 0.188  0.708
C: 1.551 0.082 -1.556  -0.093
N: 2.298 -1.696 0.452  -0.179
O: 1.294 0.690 1.042  -0.329
H: -2.500 1.822 1.215  0.088
H: -1.674 0.521 2.045  0.072
H: -0.732 1.460 1.129  -0.022
H: 0.752 0.913 -1.584  0.095
H: 2.530 0.381 -1.659  0.034
H: 1.202 -0.617 -2.249  0.053
H: 1.786 -2.460 0.907  0.047

4.
Molecular formula: C2H7NO6P2
Method: DFT, the ωB97M-V functional and the def2-TZVPD basis

Summary:
frontier orbital gap	6.488	eV
spin multiplicity	1
charge	-2
SMILES	COP(=O)(OC)OP(=N)([O-])[O-]
highest occupied orbital energy	-0.40	eV
E_tot	-1269.4988	a.u.

Last column: Löwdin charge in e.
Element x y z (Å)
C: -0.027 -2.075 -0.208  -0.177
O: -0.630 -1.038 0.522  -0.273
P: -0.248 0.483 0.084  0.295
O: -0.419 1.380 1.246  -0.325
O: -1.597 0.799 -0.937  -0.276
C: -2.639 1.517 -0.377  -0.234
O: 0.857 0.523 -0.922  -0.324
P: 2.661 -0.009 0.038  0.166
N: 2.111 -0.314 1.496  -0.232
O: 3.397 1.259 -0.261  -0.450
O: 2.966 -1.214 -0.795  -0.445
H: -0.431 -2.117 -1.227  0.076
H: -0.256 -3.009 0.316  0.070
H: 1.053 -1.920 -0.257  0.022
H: -3.563 0.921 -0.367  0.061
H: -2.821 2.435 -0.955  0.063
H: -2.389 1.800 0.651  0.054
H: 1.977 0.579 1.955  -0.069

The records above give, respectively, strongest force on any atom values of 1.3 3.0 4.3 2.1 eV/Å.